Below is a cluster of 11 separate species, C48H114N4O11 in total at a distorted geometry, with properties calculated with ωB97M-V/def2-TZVPD.

The geometry in XYZ format:
```
177
Properties=species:S:1:pos:R:3:lowdin_charge:R:1
O 14.85 5.54 12.24 -0.05
H 14.33 4.73 12.28 0.01
H 14.30 6.15 11.74 0.01
O 9.43 5.34 11.25 -0.03
H 8.73 5.52 11.88 0.05
H 9.18 5.82 10.46 0.05
O 12.19 5.56 11.70 -0.05
H 12.26 4.64 11.45 0.02
H 11.28 5.78 11.54 -0.01
C 18.41 4.64 8.22 -0.03
C 18.40 5.57 6.96 -0.52
C 18.69 7.04 7.28 -0.12
C 20.22 7.37 7.43 -0.14
C 21.13 6.81 6.28 -0.12
C 20.87 5.29 6.04 -0.47
N 19.35 5.04 6.01 -0.10
O 19.08 3.73 5.58 -0.01
C 21.58 5.02 4.70 -0.05
C 21.65 4.50 7.11 -0.03
C 17.00 5.57 6.40 -0.06
H 17.45 4.76 8.74 0.06
H 19.25 4.92 8.86 0.05
H 18.47 3.55 8.18 0.09
H 18.14 7.73 6.65 0.11
H 18.18 7.22 8.22 0.10
H 20.57 7.02 8.40 0.09
H 20.22 8.45 7.61 0.10
H 22.18 6.96 6.53 0.11
H 20.86 7.34 5.37 0.11
H 21.11 5.56 3.88 0.08
H 22.63 5.31 4.74 0.09
H 21.45 3.97 4.44 0.08
H 21.60 3.41 7.01 0.09
H 22.67 4.86 7.14 0.09
H 21.13 4.65 8.06 0.06
H 16.91 6.08 5.44 0.09
H 16.30 5.80 7.20 0.09
H 16.78 4.53 6.15 0.08
H 18.65 3.86 4.73 0.10
C 15.54 13.51 11.60 -0.04
C 14.97 12.39 10.68 -0.50
C 16.08 12.12 9.66 -0.12
C 15.89 10.75 8.91 -0.15
C 15.85 9.67 9.98 -0.17
C 14.81 9.84 11.07 -0.40
N 14.71 11.22 11.57 -0.16
O 13.66 11.44 12.30 0.01
C 13.38 9.34 10.46 0.00
C 15.18 8.79 12.23 0.00
C 13.78 13.01 9.99 -0.05
H 16.45 13.19 12.10 0.08
H 14.76 13.78 12.31 0.08
H 15.90 14.39 11.06 0.08
H 16.07 12.90 8.90 0.11
H 17.04 12.21 10.16 0.11
H 16.67 10.44 8.22 0.10
H 14.98 10.78 8.30 0.10
H 16.86 9.42 10.32 0.12
H 15.55 8.74 9.51 0.10
H 12.83 10.19 10.07 0.06
H 13.48 8.65 9.62 0.06
H 12.69 8.89 11.18 0.06
H 15.51 7.84 11.81 0.06
H 15.88 9.25 12.93 0.04
H 14.28 8.58 12.80 0.06
H 13.31 12.27 9.34 0.07
H 14.01 13.87 9.37 0.09
H 12.98 13.29 10.67 0.08
H 14.01 11.58 13.18 0.12
C 10.34 8.23 3.04 -0.03
C 11.12 7.22 3.92 -0.43
C 11.96 6.24 2.96 -0.15
C 12.99 5.39 3.68 -0.19
C 13.90 6.32 4.48 -0.13
C 13.17 7.23 5.48 -0.46
N 11.98 7.91 4.88 -0.13
O 11.20 8.65 5.75 0.00
C 12.78 6.41 6.74 -0.02
C 14.04 8.37 5.92 -0.04
C 10.16 6.15 4.64 -0.03
H 9.71 7.63 2.39 0.08
H 10.97 8.89 2.45 0.08
H 9.70 8.87 3.66 0.07
H 11.23 5.58 2.50 0.11
H 12.33 6.80 2.10 0.11
H 13.54 4.89 2.88 0.11
H 12.52 4.64 4.32 0.11
H 14.48 6.87 3.74 0.13
H 14.63 5.63 4.90 0.10
H 12.50 7.00 7.61 0.08
H 11.87 5.82 6.66 0.06
H 13.51 5.63 6.97 0.06
H 14.30 9.17 5.23 0.10
H 13.63 8.82 6.83 0.06
H 15.00 8.00 6.27 0.08
H 10.46 5.10 4.53 0.06
H 9.09 6.24 4.50 0.07
H 10.21 6.28 5.72 0.05
H 11.77 9.29 6.19 0.09
C 15.51 2.46 9.87 -0.02
C 14.26 2.04 9.11 -0.54
C 14.70 1.03 7.99 -0.10
C 15.12 -0.44 8.48 -0.13
C 14.00 -1.01 9.44 -0.14
C 13.38 0.00 10.43 -0.45
N 13.19 1.41 9.86 -0.11
O 12.49 2.28 10.68 -0.01
C 12.02 -0.62 10.80 -0.06
C 14.23 -0.06 11.72 -0.04
C 13.71 3.26 8.42 -0.05
H 15.34 2.96 10.83 0.07
H 16.16 1.62 10.10 0.08
H 15.94 3.27 9.28 0.06
H 13.89 1.01 7.26 0.11
H 15.49 1.50 7.41 0.11
H 15.24 -1.00 7.56 0.10
H 16.08 -0.45 8.99 0.09
H 14.34 -1.92 9.94 0.12
H 13.27 -1.36 8.70 0.11
H 12.04 -1.64 11.16 0.09
H 11.26 -0.42 10.04 0.08
H 11.51 -0.11 11.63 0.07
H 13.83 0.69 12.40 0.06
H 15.30 0.05 11.58 0.07
H 14.24 -0.99 12.28 0.08
H 14.46 3.57 7.69 0.07
H 12.77 3.07 7.91 0.10
H 13.68 4.05 9.17 0.08
H 11.61 2.16 10.30 0.11
C 12.11 7.90 14.56 -0.05
C 10.64 7.77 14.93 -0.53
C 10.36 6.30 15.34 -0.05
O 10.50 8.50 16.07 -0.04
H 12.19 7.33 13.64 0.06
H 12.65 7.30 15.29 0.09
H 12.34 8.96 14.40 0.09
H 9.92 8.12 14.20 0.14
H 10.32 5.72 14.42 0.06
H 9.47 6.12 15.93 0.08
H 11.20 5.76 15.77 0.07
H 11.19 8.04 16.56 0.09
C 18.95 3.95 11.92 -0.04
C 19.75 5.29 11.95 -0.48
C 18.74 6.41 11.60 -0.05
O 20.27 5.43 13.22 -0.04
H 19.70 3.17 11.85 0.07
H 18.44 3.83 10.96 0.05
H 18.24 3.70 12.70 0.08
H 20.61 5.22 11.28 0.13
H 17.83 6.35 12.19 0.07
H 18.44 6.38 10.56 0.05
H 19.20 7.38 11.78 0.07
H 20.90 6.15 13.32 0.09
C 15.98 2.22 15.66 -0.04
C 15.09 3.12 14.73 -0.50
C 13.62 2.80 14.95 -0.06
O 15.34 4.44 15.10 -0.05
H 15.62 1.21 15.43 0.07
H 15.79 2.39 16.72 0.08
H 17.04 2.19 15.38 0.07
H 15.17 2.86 13.68 0.12
H 13.42 2.28 15.89 0.07
H 13.27 1.97 14.34 0.06
H 13.01 3.69 14.79 0.08
H 15.42 5.04 14.36 0.06
C 17.08 8.04 15.43 -0.06
C 17.70 9.40 15.83 -0.47
C 16.62 10.46 15.40 -0.04
O 17.78 9.42 17.22 -0.06
H 17.09 7.91 14.34 0.06
H 16.06 8.04 15.82 0.08
H 17.47 7.10 15.82 0.08
H 18.72 9.57 15.48 0.13
H 15.67 10.34 15.91 0.09
H 16.52 10.25 14.33 0.04
H 17.02 11.48 15.46 0.07
H 18.37 8.70 17.41 0.09
```

## Properties
Electronic energy = -2943.564873 Eh
E_HOMO = -7.85 eV
Structure (SMILES) = CC1(C)CCCC(C)(C)N1O.CC1(C)CCCC(C)(C)N1O.CC1(C)CCCC(C)(C)N1O.CC1(C)CCCC(C)(C)N1O.CC(C)O.CC(C)O.CC(C)O.CC(C)O.O.O.O
Kohn-Sham gap = 0.2872 Eh
Spin multiplicity = 1
Relative energy (zero: lowest compared OMol25 entry of this formula, charge and spin) = 38.6 kcal/mol
Largest force on an atom = 5.95 eV/A